(1)
Below is a single C3H4FNO molecule at a distorted geometry, with properties calculated with wB97M-V/def2-TZVPD.

## Properties
**SMILES string**: O/N=C/C=C\F
**LUMO level**: 0.0316 Eh

The geometry in XYZ format:
```
10
C3H4FNO wB97M-V/def2-TZVPD
C 0.48435 -0.27631 -0.02071
C -0.72314 0.58748 -0.03070
C -2.00735 0.24062 -0.02298
H 3.38272 -0.20119 0.05433
H 0.31486 -1.33934 0.26546
H -0.50897 1.62911 -0.15186
H -2.80712 1.01122 0.06745
N 1.62471 0.19153 -0.02961
O 2.60589 -0.71019 -0.06867
F -2.36597 -1.13294 -0.06272
```

=====

(2)
Below is a single C11H16BrNO2 molecule, with properties calculated with wB97M-V/def2-TZVPD.

## Properties
**SMILES string**: OCCN(CCO)Cc1ccc(Br)cc1
**LUMO level**: 0.0244 Eh

The geometry in XYZ format:
```
31
C11H16BrNO2 wB97M-V/def2-TZVPD
O 3.10503 0.93192 -0.72247
H 2.55066 1.69779 -0.91206
C 2.96807 0.00579 -1.77142
C 1.49980 -0.23612 -2.15726
N 0.64655 -0.29440 -0.98633
C -0.75992 -0.10033 -1.29192
C -1.53522 0.29755 -0.06509
C -2.63296 -0.43666 0.36157
C -3.33893 -0.06350 1.49207
C -2.93094 1.05305 2.19865
C -1.83971 1.80207 1.79228
C -1.15103 1.42212 0.65711
H -0.29039 1.98800 0.34000
H -1.53218 2.66768 2.35787
Br -3.89582 1.57193 3.75909
H -4.19146 -0.63709 1.82227
H -2.94424 -1.31279 -0.18929
H -1.20825 -1.00580 -1.73931
H -0.83943 0.70846 -2.02629
C 0.88517 -1.44836 -0.13280
H 1.86135 -1.86918 -0.37967
C 0.89498 -1.06109 1.35621
O 1.51718 0.17016 1.59700
H 2.18310 0.32305 0.90514
H -0.12409 -0.97830 1.74449
H 1.40456 -1.86377 1.91460
H 0.13350 -2.23607 -0.29465
H 1.16117 0.61028 -2.76318
H 1.44193 -1.14266 -2.78532
H 3.44833 -0.90899 -1.41714
H 3.51316 0.34522 -2.66418
```

=====

(3)
Below is a 8-piece molecular cluster, C26H54NO22S3 overall at a distorted geometry, with properties calculated with wB97M-V/def2-TZVPD.

## Properties
**Charge**: +1
**LUMO level**: -0.0810 Eh

The geometry in XYZ format:
```
106
C26H54NO22S3 wB97M-V/def2-TZVPD
C 1.42135 -0.38124 3.77183
N 2.08035 -0.10924 2.47583
C 2.16335 1.39876 2.24083
C 3.47435 -0.56624 2.50083
C 1.42635 -0.81024 1.33383
C -0.14365 -0.72124 1.18483
O -0.48065 -0.77724 -0.23017
H 0.28535 -0.02324 3.91883
H 2.00035 -0.03224 4.53383
H 1.05335 -1.48824 3.91383
H 2.68935 1.59276 1.21583
H 2.53335 1.81076 3.18283
H 1.21335 1.77076 2.08983
H 4.16735 -0.39824 1.88083
H 3.41635 -1.62424 2.82783
H 3.84835 -0.27124 3.43783
H 1.64535 -1.80924 1.32183
H 1.80235 -0.45624 0.42283
H -0.50065 0.31576 1.51283
H -0.52165 -1.49124 1.80883
H -1.48765 -0.81224 -0.53017
O -0.26865 -6.44224 1.50083
S -0.49465 -5.12924 1.86783
O 0.38435 -4.06224 1.42183
O -2.00465 -4.69124 1.30283
C -2.06565 -4.35824 -0.09817
C -3.50465 -4.67124 -0.60117
C -0.81365 -4.91724 3.59983
H -1.46065 -4.75124 -0.69217
H -1.77565 -3.18724 -0.03617
H -3.68865 -4.58324 -1.64117
H -4.22065 -4.02024 -0.40517
H -3.87865 -5.70424 -0.44617
H -1.78265 -5.48424 3.86883
H -1.09465 -3.92124 3.58883
H -0.02765 -5.24724 4.13283
O -6.72865 -3.25224 -1.12017
S -6.36965 -1.95824 -1.13717
O -7.32365 -0.92024 -0.61517
O -5.03665 -1.77024 -0.19017
C -5.33465 -1.78424 1.18483
C -3.97565 -1.58724 1.98883
C -5.81865 -1.58424 -2.77617
H -5.78465 -2.72524 1.38383
H -5.84365 -1.07224 1.57283
H -3.68165 -0.54124 1.90683
H -3.24165 -2.24524 1.65283
H -3.89665 -1.68824 3.05283
H -5.08265 -2.24924 -3.04117
H -5.08265 -0.79824 -2.54417
H -6.54865 -1.41124 -3.48417
O -4.71965 1.94976 -1.36717
S -3.36465 1.82176 -1.05117
O -2.65465 0.59576 -0.74717
O -2.54265 2.40076 -2.40917
C -2.85265 1.63476 -3.60917
C -2.75465 2.42076 -4.84617
C -2.85465 2.92976 0.18683
H -3.94465 1.18576 -3.55917
H -2.39665 0.70876 -3.67517
H -1.63265 2.81476 -5.17117
H -3.47165 3.22576 -5.13417
H -3.04465 1.66676 -5.66717
H -3.23465 3.88076 0.04583
H -1.80665 2.58176 0.35883
H -3.20365 2.56176 1.31483
C 1.02435 6.74076 -1.24317
C -0.17465 5.70676 -1.38917
O 0.18535 4.70976 -0.59617
C 1.09235 5.14376 0.34683
O 1.55635 4.49676 1.27383
O 1.43635 6.37176 0.01183
H 0.77435 7.70076 -1.07117
H 1.68435 6.65476 -2.14017
H -0.07465 5.45276 -2.41717
H -1.22965 6.08276 -0.98917
C 2.32335 -3.31724 -1.80017
C 3.38735 -4.46124 -1.61617
O 4.30635 -3.81124 -0.78217
C 4.12135 -2.52924 -0.70817
O 4.88435 -1.67624 -0.27517
O 3.08635 -2.19724 -1.33217
H 1.30535 -3.21324 -1.48517
H 2.53935 -3.11424 -2.87017
H 3.75835 -4.97324 -2.60917
H 2.84535 -5.33424 -1.02917
C 1.28935 2.19476 -3.02417
C 0.82335 1.47876 -1.70117
O 1.94935 2.01476 -0.79717
C 2.88535 2.46376 -1.49317
O 4.05035 2.63976 -1.06517
O 2.58935 2.50776 -2.83917
H 0.60035 3.17176 -3.18217
H 1.18835 1.62876 -3.78117
H 1.07835 0.38276 -1.64917
H 0.01835 1.61076 -1.19217
C 6.38535 3.34476 1.39883
C 6.44935 1.86576 1.07083
O 6.49235 1.28276 2.34483
C 6.17635 2.08976 3.28383
O 6.00335 1.68476 4.39183
O 5.93835 3.37976 2.79883
H 5.75135 3.96676 0.91683
H 7.27135 3.84276 1.48883
H 7.39735 1.59876 0.53683
H 5.66935 1.67876 0.53183
```

=====

(4)
Below is a single C5H3F molecule at a distorted geometry, with properties calculated with wB97M-V/def2-TZVPD.

## Properties
**SMILES string**: C#CC(F)C#C
**LUMO level**: -0.0075 Eh

The geometry in XYZ format:
```
9
C5H3F wB97M-V/def2-TZVPD
C -0.34246 -0.85716 0.21842
C -1.20026 0.26190 0.07162
C -1.74953 1.30237 -0.15495
C 0.97681 -0.43608 -0.15207
C 2.17255 0.11642 -0.20931
H -0.03301 -1.30584 1.24801
H -1.80935 2.54624 -0.52173
H 3.12318 0.46267 -0.16236
F -1.13793 -2.09052 -0.33764
```

=====

(5)
Below is a single C4H12N2O molecule at a distorted geometry, with properties calculated with wB97M-V/def2-TZVPD.

## Properties
**SMILES string**: NC[C@H](N)CCO
**LUMO level**: 0.0316 Eh

The geometry in XYZ format:
```
19
C4H12N2O wB97M-V/def2-TZVPD
N 0.45737 0.73160 1.77952
C 0.16688 0.36453 0.35898
C -1.13546 -0.43022 0.36594
C -1.71216 -0.64588 -1.04785
O -1.80724 0.58272 -1.73901
C 1.34533 -0.46653 -0.12600
N 2.65121 0.09693 0.06059
H -0.35788 1.14649 2.22055
H 1.16161 1.46517 1.83013
H 0.03902 1.29849 -0.18510
H -1.87803 0.09976 0.95026
H -0.94050 -1.42699 0.76726
H -2.66212 -1.17455 -0.97362
H -1.01478 -1.28111 -1.58085
H -2.65461 0.66171 -2.21078
H 1.23175 -0.68500 -1.19323
H 1.28325 -1.46400 0.33451
H 2.90570 0.80718 -0.61129
H 2.92066 0.31969 1.00000
```

=====

What are the energy relative to the best compared isomer or geometry (same formula, charge and spin) values for these records? In order: 2.624, 0.027, 1.114, 3.073, 1.286 eV.